{
  "formula": "C14H13BrClN2O9P",
  "method": "wB97M-V/def2-TZVPD",
  "max_force_ev_per_a": 4.6,
  "charge": 0,
  "e_homo_ev": -8.6,
  "e_lumo_ev": -1.556,
  "smiles": "NP(O)c1cc(Cl)cc2c1C(=O)N(Br)C2=O.O=C1OCCO1.O=C1OCCO1",
  "orbital_gap_ev": 7.04,
  "symbols": ["N", "P", "O", "C", "C", "C", "Cl", "C", "C", "C", "C", "O", "N", "Br", "C", "O", "H", "H", "H", "H", "H", "C", "C", "O", "C", "O", "O", "H", "H", "H", "H", "C", "C", "O", "C", "O", "O", "H", "H", "H", "H"],
  "positions_angstrom": [[2.30791, 2.95072, 1.10213], [3.23432, 1.72976, 0.20900], [3.27511, 2.11601, -1.48694], [2.31856, 0.07807, 0.34402], [3.07158, -1.26223, 0.62763], [2.34607, -2.62371, 0.77308], [3.29445, -4.15799, 1.09981], [0.78022, -2.67971, 0.65407], [0.03725, -1.36437, 0.35785], [0.77595, -0.00574, 0.20401], [-0.33266, 1.08752, -0.09514], [-0.29355, 2.33227, -0.17533], [-1.60534, 0.35767, -0.35211], [-3.15204, 1.25872, 0.24605], [-1.50256, -1.02749, 0.17247], [-2.42901, -1.81079, 0.46160], [1.57997, 2.39782, 1.60439], [1.84739, 3.58037, 0.41501], [4.22765, 2.30498, -1.68092], [4.21612, -1.23409, 0.74314], [0.17959, -3.64703, 0.74327], [-3.21294, -6.40453, 2.43543], [-3.10460, -5.48748, 1.25476], [-1.80442, -4.93364, 1.39929], [-1.07548, -5.80891, 2.14459], [0.10767, -5.72766, 2.31255], [-1.86320, -6.78461, 2.67115], [-3.83227, -7.27866, 2.22935], [-3.59789, -5.89813, 3.32527], [-3.15733, -6.02279, 0.30229], [-3.86394, -4.70429, 1.26323], [0.32426, 4.91271, -2.56842], [-0.69357, 5.89360, -3.06556], [-0.44054, 7.04628, -2.27431], [0.85155, 6.96671, -1.85100], [1.43861, 7.85435, -1.30308], [1.38880, 5.74776, -2.13225], [0.66167, 4.22978, -3.34952], [-0.03778, 4.32832, -1.71771], [-0.54925, 6.14915, -4.11960], [-1.71633, 5.54124, -2.92352]],
  "atomic_forces_ev_per_a": [[-0.58, -1.59, -1.54], [2.28, 0.05, -0.11], [-0.07, -0.14, 1.64], [-3.39, -3.05, -0.19], [-2.51, -0.01, -0.19], [-2.25, 2.97, -0.58], [-1.40, 2.33, -0.49], [1.36, 2.87, -0.61], [3.01, 1.47, -0.01], [0.89, -3.20, 0.61], [0.05, 1.56, -0.50], [0.18, -4.30, 0.37], [1.25, -1.13, 1.94], [0.48, -0.26, -0.43], [-0.49, -2.45, 0.93], [2.84, 3.18, -1.27], [0.36, 1.02, -0.47], [0.05, -0.54, 0.75], [-1.21, -0.25, 0.38], [-2.06, -0.03, -0.21], [1.19, 1.50, -0.03], [-0.67, -0.34, 0.36], [-0.70, 0.31, -0.57], [0.39, -0.36, 0.38], [0.91, -0.05, 0.21], [-0.87, 0.01, -0.19], [0.39, 0.41, -0.28], [0.22, -0.02, 0.09], [0.05, -0.01, -0.06], [0.04, 0.01, 0.07], [0.26, 0.07, -0.04], [-0.01, -0.93, -0.05], [-0.65, -0.10, -0.50], [0.50, -0.06, 0.22], [0.58, 0.86, 0.53], [-0.48, -0.72, -0.44], [-0.19, 0.55, 0.07], [0.16, 0.11, 0.14], [0.01, 0.04, -0.07], [0.02, 0.00, 0.06], [0.07, 0.20, 0.08]]
}

=====

{
  "formula": "H4NO2P2",
  "method": "wB97M-V/def2-TZVPD",
  "max_force_ev_per_a": 2.0,
  "charge": -1,
  "e_homo_ev": [-3.6, -3.6],
  "e_lumo_ev": [3.999, 3.999],
  "orbital_gap_ev": [7.56, 7.57],
  "symbols": ["N", "O", "O", "P", "P", "H", "H", "H", "H"],
  "positions_angstrom": [[-0.84290, 0.96614, -0.34029], [2.49136, 1.73190, 0.36480], [2.43522, 0.18226, -1.66242], [1.50959, -1.14981, 0.97988], [1.90154, 0.57501, -0.34047], [-0.94051, 0.89376, -1.35508], [-0.76490, 1.96597, -0.15154], [0.95236, -1.84562, -0.08084], [0.31104, -0.56300, 1.32263]],
  "atomic_forces_ev_per_a": [[1.99, -0.44, -0.01], [-0.55, 0.07, 0.51], [-0.62, -0.42, -0.19], [0.94, 0.23, 0.06], [-0.70, 0.51, -0.13], [-0.03, 0.17, 0.01], [0.00, 0.07, -0.16], [-0.31, -0.38, -0.42], [-0.70, 0.20, 0.33]]
}

=====

{
  "formula": "C9H32N11O7Y",
  "method": "wB97M-V/def2-TZVPD",
  "max_force_ev_per_a": 9.1,
  "charge": 2,
  "e_homo_ev": -13.5,
  "e_lumo_ev": -9.920,
  "orbital_gap_ev": 3.59,
  "symbols": ["Y", "O", "H", "C", "O", "N", "N", "H", "H", "H", "H", "C", "O", "N", "N", "H", "H", "H", "H", "C", "O", "N", "N", "H", "H", "H", "H", "C", "O", "N", "N", "H", "H", "H", "H", "C", "O", "N", "N", "H", "H", "H", "H", "C", "C", "C", "O", "C", "N", "H", "H", "H", "H", "H", "H", "H", "H", "H", "H", "H"],
  "positions_angstrom": [[-10.27578, 12.54567, -31.72617], [-11.80341, 14.17293, -31.61076], [-12.17002, 14.61012, -30.81767], [-12.08664, 15.68043, -34.72043], [-12.29402, 16.34756, -35.69634], [-11.28086, 15.94327, -33.72649], [-12.75075, 14.66292, -34.46601], [-11.22936, 15.37665, -32.89199], [-10.88741, 16.87333, -33.74349], [-12.61366, 14.28415, -33.53982], [-13.53702, 14.46934, -35.06967], [-13.87568, 15.62249, -27.43986], [-14.59910, 16.37933, -26.83612], [-13.21402, 15.95556, -28.52327], [-13.69662, 14.40630, -27.18090], [-13.42519, 16.84975, -28.94271], [-12.64372, 15.31796, -29.06022], [-12.93546, 13.81556, -27.48384], [-14.33994, 14.05973, -26.48367], [-12.69108, 11.28877, -34.14920], [-12.18352, 11.70512, -33.11182], [-13.49481, 10.24978, -34.16491], [-12.53303, 11.80117, -35.27661], [-13.87600, 9.87536, -33.30782], [-13.86833, 9.96539, -35.05917], [-12.11581, 12.71745, -35.19633], [-13.05030, 11.37053, -36.02967], [-15.18492, 13.20613, -31.11491], [-16.35375, 12.99783, -31.07471], [-14.38576, 12.31255, -30.59055], [-14.61657, 14.22329, -31.74277], [-14.84032, 11.44627, -30.33948], [-13.42544, 12.53467, -30.37022], [-13.61272, 14.14966, -31.65934], [-15.10193, 14.65227, -32.51769], [-8.92461, 15.27909, -29.84960], [-9.08852, 14.17757, -30.34239], [-9.31196, 15.58487, -28.65374], [-8.50050, 16.36138, -30.36965], [-9.29202, 16.55154, -28.36177], [-9.72602, 14.90103, -28.03648], [-8.43058, 17.22010, -29.84257], [-8.15320, 16.34602, -31.31793], [-11.01073, 18.87766, -30.73329], [-12.39053, 19.17429, -31.08367], [-12.76046, 18.87349, -32.57339], [-14.00728, 19.28774, -33.07746], [-14.03721, 20.72192, -33.30336], [-13.17287, 18.32831, -30.25626], [-10.70895, 17.87593, -31.03918], [-10.68342, 19.09928, -29.71749], [-10.38338, 19.39230, -31.46109], [-12.47447, 20.22018, -30.78843], [-12.79142, 17.79491, -32.72769], [-11.90108, 19.15418, -33.18230], [-15.02661, 21.03794, -33.63400], [-13.44776, 20.98303, -34.18226], [-13.69751, 21.22364, -32.39728], [-14.16919, 18.41034, -30.40016], [-13.05619, 17.40303, -30.64399]],
  "atomic_forces_ev_per_a": [[-3.29, 3.60, 0.05], [2.22, -2.49, 0.88], [0.62, 0.05, -0.42], [0.89, 4.74, -2.42], [0.59, 1.39, -1.42], [4.19, 2.27, 2.27], [-4.38, -7.86, 1.15], [-0.29, 0.67, -0.13], [0.22, -0.23, 0.18], [-1.10, -0.44, -0.27], [-0.08, -0.15, 0.40], [-1.34, 4.11, -0.39], [-0.54, 0.44, 0.34], [2.06, 2.47, -3.55], [-0.13, -7.46, 3.27], [0.45, 0.23, 0.27], [-0.39, 0.11, 0.37], [-0.44, 0.34, 0.08], [0.45, -0.42, 0.18], [-2.19, -3.24, 1.38], [3.74, 1.80, 4.16], [-1.08, -1.81, 0.93], [1.56, 2.53, -3.78], [0.08, -0.13, -0.27], [-0.34, -0.30, 0.54], [-0.07, 0.39, -1.39], [0.45, 1.07, -0.54], [-2.33, 0.41, -0.81], [-2.89, -0.15, -0.34], [3.10, -2.54, 1.59], [1.61, 1.52, -0.35], [0.35, 0.28, 0.54], [-0.31, -0.48, 0.08], [-0.55, 0.65, -1.27], [0.16, 0.19, 0.38], [-1.18, 2.05, 2.48], [-0.64, -5.15, -3.24], [-1.70, -1.08, 4.08], [2.55, 2.42, -4.72], [-0.20, -0.47, 0.44], [0.13, 0.25, 0.04], [0.16, -0.17, -0.41], [0.09, 0.38, 0.11], [2.93, -0.40, -1.69], [-1.55, 0.46, -0.73], [0.70, -0.06, -0.15], [0.40, 1.14, 0.40], [-0.09, -0.65, -0.44], [-1.66, -1.06, 1.21], [-0.34, -0.85, 0.52], [-0.36, 0.02, -0.07], [0.40, 0.78, 0.32], [-0.83, 0.13, -0.28], [-0.01, -0.30, 0.52], [-0.01, 0.75, -0.59], [-0.25, -0.33, 0.70], [0.68, -0.09, 0.20], [-0.17, 0.32, -0.22], [-0.44, 0.81, 0.02], [0.41, -0.46, -0.16]]
}

=====

{
  "formula": "C21H37Br4Cl15O3",
  "method": "wB97M-V/def2-TZVPD",
  "max_force_ev_per_a": 3.2,
  "charge": 0,
  "e_homo_ev": -9.5,
  "e_lumo_ev": 0.012,
  "smiles": "ClC(Cl)Cl.ClC(Cl)Cl.ClC(Cl)Cl.ClC(Cl)Cl.ClC(Cl)Cl.C1CCOC1.C1CCOC1.C1CCOC1.BrCCBr.BrCCBr",
  "orbital_gap_ev": 9.54,
  "symbols": ["C", "Cl", "Cl", "Cl", "H", "C", "Cl", "Cl", "Cl", "H", "C", "Cl", "Cl", "Cl", "H", "C", "Cl", "Cl", "Cl", "H", "C", "Cl", "Cl", "Cl", "H", "C", "C", "C", "O", "C", "H", "H", "H", "H", "H", "H", "H", "H", "C", "C", "C", "O", "C", "H", "H", "H", "H", "H", "H", "H", "H", "C", "C", "C", "O", "C", "H", "H", "H", "H", "H", "H", "H", "H", "Br", "C", "C", "Br", "H", "H", "H", "H", "Br", "C", "C", "Br", "H", "H", "H", "H"],
  "positions_angstrom": [[-3.51899, -2.05370, 9.20677], [-3.14083, -3.22543, 7.90282], [-2.43790, -2.48665, 10.58987], [-5.23973, -2.10264, 9.59977], [-3.27129, -1.09828, 8.74427], [-4.84776, -3.54194, 2.28106], [-5.80533, -4.31462, 3.53478], [-5.65219, -2.13052, 1.55437], [-4.35566, -4.70810, 1.04026], [-3.90203, -3.26922, 2.74936], [5.56289, 4.97532, 2.32580], [4.03308, 5.70464, 2.55906], [6.69835, 5.76303, 3.51479], [6.21102, 5.15458, 0.69891], [5.52473, 3.92206, 2.60384], [-1.02321, 5.75918, -1.28707], [0.64432, 5.46075, -1.56878], [-1.97995, 4.38552, -1.83920], [-1.59673, 7.35838, -1.79973], [-1.25231, 5.77454, -0.22152], [1.73098, -4.59751, 6.62381], [3.18122, -5.48992, 6.25255], [1.17261, -3.99199, 5.03331], [1.99835, -3.22467, 7.79584], [0.98129, -5.28131, 7.02192], [-1.58769, -2.01777, -5.02153], [-1.84430, -3.09084, -6.02735], [-1.19828, -4.34107, -5.35293], [-0.87468, -3.89101, -3.98632], [-1.65954, -2.73155, -3.68127], [-2.35726, -1.25786, -5.15720], [-0.64563, -1.56010, -5.32343], [-1.57460, -3.07968, -7.08340], [-2.90466, -3.34300, -6.01564], [-0.23905, -4.61238, -5.79379], [-1.81723, -5.23609, -5.41569], [-1.24710, -2.15881, -2.85063], [-2.66369, -3.03777, -3.38798], [0.62740, 1.69866, 2.24119], [0.22814, 1.34468, 3.70793], [-1.16461, 0.88895, 3.55835], [-1.35841, 0.59722, 2.16421], [-0.15132, 0.70197, 1.39224], [1.66683, 1.61366, 1.92423], [0.18919, 2.69508, 2.18433], [0.27879, 2.23672, 4.33227], [0.83293, 0.53384, 4.11398], [-1.86260, 1.69712, 3.77692], [-1.31391, 0.01194, 4.18817], [-0.14506, 1.18869, 0.41696], [0.29500, -0.27756, 1.22069], [3.45273, 0.38136, -5.32361], [3.58107, 1.33220, -6.56048], [2.59200, 2.42460, -6.38828], [1.93207, 2.17684, -5.15793], [2.72336, 1.24138, -4.39801], [4.41952, 0.11311, -4.89764], [2.91275, -0.53035, -5.57918], [3.43098, 0.93776, -7.56547], [4.60344, 1.65821, -6.36925], [1.88520, 2.55969, -7.20698], [3.20299, 3.31364, -6.23207], [2.02472, 0.68486, -3.77327], [3.32898, 1.73537, -3.63819], [6.52987, -5.44053, -2.44452], [6.32534, -4.42720, -0.80716], [5.22677, -3.37289, -0.95343], [5.30631, -1.93569, 0.46026], [7.29847, -4.17220, -0.38752], [6.01065, -5.04979, 0.03036], [4.24971, -3.84368, -1.06206], [5.45376, -2.79674, -1.85044], [-7.10550, 3.09934, 3.63503], [-6.11634, 4.10178, 2.26491], [-7.18908, 4.80776, 1.55183], [-6.46397, 5.68424, -0.05006], [-5.63383, 3.50252, 1.49279], [-5.48862, 4.84407, 2.75794], [-7.73555, 5.53888, 2.14759], [-7.98140, 4.11692, 1.26363]],
  "atomic_forces_ev_per_a": [[0.54, -0.85, -0.41], [-0.24, 0.09, 0.07], [-0.80, 0.67, -0.54], [0.51, 0.08, 0.13], [0.01, 0.00, 0.74], [0.64, -0.03, -0.09], [-0.25, 0.07, -0.05], [0.26, -0.47, 0.36], [-0.24, -0.01, -0.11], [-0.40, 0.47, -0.11], [1.45, 0.07, 0.86], [-1.13, 0.25, -0.25], [-0.13, -0.45, -0.44], [-0.21, -0.10, 0.07], [0.02, 0.23, -0.25], [-1.18, 0.02, 1.38], [0.80, 0.19, -0.20], [-0.33, 0.09, -0.55], [0.12, -0.30, -0.50], [0.58, -0.02, -0.12], [-0.09, 0.76, -0.40], [0.51, -0.25, 0.61], [-0.41, 0.22, 0.56], [-0.19, -1.07, -0.82], [0.15, 0.36, 0.06], [-0.82, 1.59, -1.08], [-0.93, -3.00, 0.35], [0.98, 1.16, 0.60], [-0.35, -1.00, -0.14], [0.85, -0.34, -1.17], [0.03, 0.28, 0.27], [0.33, 0.12, 0.97], [0.37, 0.84, 0.20], [-0.31, 0.31, -0.17], [0.09, 0.09, -0.02], [-0.27, 0.08, 0.53], [0.37, -0.26, -0.08], [-0.33, 0.15, -0.23], [0.15, -0.88, 1.02], [2.09, 0.25, -0.49], [-0.72, 0.07, -0.96], [-0.80, -0.74, -1.27], [0.13, 1.12, 1.53], [0.22, 0.62, 0.62], [0.36, 0.13, -1.06], [0.31, -0.20, 0.18], [0.24, 0.19, 0.11], [-0.26, -0.24, 0.31], [-0.56, -0.07, -0.17], [-1.47, -0.16, -0.28], [0.29, -0.10, 0.46], [0.16, -0.71, -1.80], [1.35, -1.43, 0.06], [0.53, 1.11, 1.30], [-0.26, -0.60, 0.48], [-2.14, 0.86, 1.65], [0.04, -0.13, -0.32], [-0.08, 0.00, 0.16], [0.60, -0.69, 0.25], [0.02, 0.58, -1.06], [-0.07, -0.09, 0.21], [-0.41, 0.69, -0.42], [-0.28, -0.12, -0.12], [0.52, 0.52, -0.36], [-0.08, 0.13, 0.34], [-0.56, -0.28, 1.92], [1.42, 0.87, -0.78], [-0.22, -1.18, -0.60], [0.08, 0.94, -0.93], [-0.35, -0.81, -0.48], [0.03, 0.32, 0.48], [-0.33, 0.02, 0.05], [0.67, -0.17, -0.09], [-0.19, 0.33, 0.15], [-1.81, 0.74, -0.68], [-0.21, -0.10, 0.33], [0.42, -0.49, 0.86], [0.34, -0.58, 0.01], [0.49, 0.30, -0.02], [0.31, -0.05, -0.56]]
}

=====

{
  "formula": "C2H8N4S",
  "method": "wB97M-V/def2-TZVPD",
  "max_force_ev_per_a": 2.8,
  "charge": 0,
  "e_homo_ev": -8.3,
  "e_lumo_ev": 0.825,
  "smiles": "CN/C(=N/N)NS",
  "orbital_gap_ev": 9.17,
  "symbols": ["C", "C", "H", "H", "H", "H", "H", "H", "H", "H", "N", "N", "N", "N", "S"],
  "positions_angstrom": [[-0.58599, -1.90121, -1.38937], [-0.05151, 0.23520, -0.11727], [-1.08124, -2.49161, -0.58617], [-1.16849, -2.02264, -2.29013], [0.44940, -2.26687, -1.52302], [-1.18356, 0.05269, -1.86862], [-1.01835, 2.07820, -0.32549], [0.84441, 2.46717, 1.58275], [1.75414, 0.30958, 2.18938], [0.31020, -0.25474, 2.72812], [-0.64230, -0.44970, -1.17546], [-0.08390, 1.63670, -0.25648], [0.60981, -0.39551, 0.76174], [0.75205, 0.32429, 2.01672], [1.09533, 2.67843, 0.25330]],
  "atomic_forces_ev_per_a": [[-0.12, 0.39, 0.79], [0.16, 0.34, -1.51], [0.42, 0.49, -0.33], [0.06, -0.50, -0.35], [-0.54, 0.24, 0.06], [0.65, 0.19, 0.39], [0.93, -0.67, -0.07], [0.51, 0.48, -0.39], [-0.13, -0.02, 0.35], [0.22, -0.10, -0.27], [0.14, 0.00, 0.42], [-2.69, -0.11, -0.57], [-0.44, -1.09, 0.93], [0.40, 0.14, -0.52], [0.42, 0.22, 1.05]]
}